Entry from the Open Molecules 2025 dataset: a single C24H31N3O6S molecule at a distorted geometry (ωB97M-V/def2-TZVPD).

For the molecular weight, the calculation gives 489.59 g/mol. For the HOMO energy, the calculation gives -8.204 eV. For the largest force on an atom, the calculation gives 1.46 eV/A. The value obtained for the relative energy (zero: lowest compared OMol25 entry of this formula, charge and spin) is 71.23 kcal/mol. As for the LUMO energy: 0.6 eV. The structure (SMILES) is CCCCNS(=O)(=O)c1ccc(OCC(=O)N2CCN(Cc3ccc4c(c3)OCO4)CC2)cc1. As for the calculated total energy: -1947.01965 Eh.

Last column: Löwdin charge in e.
CARTESIAN COORDINATES (ANGSTROEM)
S -2.64624 -0.34935 -1.41083  0.665
O -2.34845 0.65565 -2.39930  -0.290
O 2.35247 -2.93753 0.37182  -0.056
O -0.32845 3.84201 -1.89493  0.050
O 4.27189 -2.10009 -2.39533  0.053
O -1.98929 3.01081 -0.53187  -0.008
O -3.50884 -1.42722 -1.80100  -0.275
N 4.01654 1.35314 0.80056  -0.155
N -3.25814 0.38207 -0.03534  -0.121
N 4.57616 -1.13917 -0.38452  -0.037
C -0.76690 2.77164 0.04016  -0.207
C -0.47125 2.16320 1.23358  0.009
C 4.42031 -1.02694 1.04581  -0.113
C -0.90946 -1.39861 0.47022  -0.055
C -6.03152 -1.67789 1.58597  -0.262
C -0.11978 -1.28771 -1.79347  -0.033
C -7.00118 -1.98433 0.45060  -0.108
C 3.32252 2.55711 1.23566  -0.149
C 4.13832 1.23342 -0.64085  -0.160
C 0.87226 2.11112 1.60047  -0.045
C 1.87535 2.64932 0.80818  -0.212
C 1.06044 -1.91528 -1.43078  0.019
C -1.71321 3.57635 -1.80238  -0.144
C -4.63843 -1.28615 1.09310  -0.222
C 3.38634 -3.29208 -0.52557  -0.079
C 5.09180 0.08318 -0.96656  -0.107
C -1.09729 -1.04007 -0.85139  -0.273
C 1.25148 -2.29745 -0.10514  -0.261
C 4.11177 -2.11073 -1.18742  -0.449
C 3.47433 0.13366 1.36690  -0.158
C 0.26335 -2.01963 0.84530  0.010
C -4.62433 0.04072 0.33733  -0.237
C 1.55671 3.24984 -0.41491  0.050
C 0.23427 3.29475 -0.77965  -0.189
H 1.13196 1.65380 2.54315  0.111
H 0.43895 -2.31589 1.86752  0.123
H 3.00471 -3.92872 -1.33245  0.141
H 5.17587 -0.06014 -2.04416  0.123
H 4.03989 -1.94964 1.47651  0.118
H -5.01406 0.83960 0.97262  0.131
H -7.92490 -2.40197 0.84541  0.068
H -2.27399 4.51548 -1.90924  0.144
H 2.46906 -0.09759 0.97426  0.116
H -0.29292 -0.98520 -2.81387  0.122
H 2.31697 3.67935 -1.04611  0.126
H 1.81005 -2.10149 -2.18228  0.109
H 5.40525 -0.80683 1.47300  0.133
H -5.93296 -2.56558 2.21497  0.104
H 3.16545 1.04152 -1.12544  0.131
H 3.87959 3.40850 0.83633  0.123
H -5.24928 -0.03989 -0.55731  0.110
H 3.38789 2.58577 2.32670  0.123
H -4.25260 -2.05811 0.42641  0.101
H 4.09811 -3.87205 0.06975  0.141
H 6.07803 0.28898 -0.54069  0.132
H -1.68336 -1.18793 1.18900  0.097
H 4.54913 2.16470 -1.03488  0.126
H -7.24773 -1.08544 -0.10750  0.066
H -3.96730 -1.20211 1.95150  0.106
H -2.00980 2.85774 -2.58200  0.120
H -6.43709 -0.87600 2.20809  0.105
H 3.40717 0.25216 2.45041  0.129
H -3.08986 1.37616 -0.10902  0.073
H -6.56045 -2.70234 -0.23621  0.078
H -1.24534 1.75541 1.86108  0.116

Entry from the Open Molecules 2025 dataset: a gas-phase ion, C24H31N4O7S2 (charge +1) at a distorted geometry (ωB97M-V/def2-TZVPD).

For the molecular weight, the calculation gives 551.67 g/mol. For the HOMO energy, the calculation gives -9.962 eV. For the largest force on an atom, the calculation gives 1.08 eV/A. As for the total charge: +1. As for the LUMO energy: -4.1 eV. The structure (SMILES) is CCOC(=O)N1CC[NH+](S(=O)(=O)c2ccc(C(=O)Nc3sc4c(c3C(=O)OC)CCN(C)C4)cc2)CC1. As for the calculated total energy: -2475.01872 Eh.

Last column: Löwdin charge in e.
CARTESIAN COORDINATES (ANGSTROEM)
S -3.95220 2.55585 -1.32897  0.794
S 4.13117 -1.42542 -1.29283  1.195
O -4.12839 3.64646 -0.44061  -0.220
O 5.66410 2.22694 1.64598  -0.022
O -7.72270 -1.73175 -0.42321  0.123
O -5.93947 -2.57920 0.68670  -0.006
O -4.57984 2.50782 -2.59736  -0.215
O 1.64780 -1.01190 -1.89340  0.012
O 3.49471 2.36312 1.09836  0.068
N -6.47458 -0.41231 0.91978  -0.053
N -4.95787 1.18793 -0.39700  -0.121
N 8.12900 -1.82566 -0.66517  -0.225
N 2.46467 0.56298 -0.50976  0.116
C 3.71570 0.01400 -0.45187  -0.424
C -6.37675 1.58815 -0.47482  -0.104
C 8.67932 -0.99575 -1.71392  -0.084
C 5.74609 -1.32590 -0.65713  -0.430
C 4.76656 0.55155 0.27892  -0.091
C -2.02388 0.88456 -2.23925  -0.026
C -2.34202 1.84966 -1.29316  -0.305
C 8.16978 -1.22979 0.65283  -0.178
C -1.44111 2.26632 -0.32304  -0.037
C -0.76946 0.31542 -2.19263  0.033
C -0.18264 1.69665 -0.29130  0.031
C -6.26438 -3.90687 0.23811  -0.197
C -7.20476 0.77224 0.54489  -0.085
C -6.79296 -1.61305 0.32967  -0.544
C 6.80798 -2.33689 -0.96397  -0.196
C -4.52149 1.04101 0.99398  -0.108
C 7.26689 0.00878 0.79931  -0.112
C 5.52959 3.42997 2.39145  -0.026
C 4.57316 1.78208 1.03472  -0.422
C 5.94178 -0.24855 0.15597  -0.197
C -5.25354 -0.15795 1.64328  -0.086
C 0.16048 0.71171 -1.22334  -0.069
C 1.47326 0.00884 -1.24804  -0.425
C -7.29775 -4.56023 1.13934  -0.052
H -0.47187 -0.44523 -2.89879  0.133
H 6.64245 -3.23552 -0.35525  0.128
H -4.83501 0.30166 -0.89260  0.179
H -7.46641 -5.58078 0.80983  0.085
H 6.76305 -2.63787 -2.01274  0.122
H -6.42707 2.65746 -0.25924  0.132
H -6.72186 1.42383 -1.49600  0.140
H 7.73207 0.87872 0.32812  0.122
H -1.73254 3.03547 0.37409  0.126
H 4.80818 3.29712 3.20005  0.100
H 7.13376 0.24849 1.85437  0.118
H -3.44041 0.89201 1.02095  0.128
H -6.94994 -4.57359 2.16931  0.082
H -4.75580 1.97865 1.50212  0.141
H 9.20346 -0.96520 0.88168  0.121
H -6.63477 -3.84999 -0.78958  0.124
H -2.74414 0.61641 -2.99525  0.125
H 5.18965 4.24139 1.74512  0.100
H -5.31466 -4.44358 0.26661  0.126
H -4.64138 -1.05940 1.61217  0.132
H -7.40467 1.36008 1.44387  0.140
H 0.51579 2.01979 0.46471  0.125
H 6.51593 3.64751 2.79162  0.100
H -8.23753 -4.01623 1.08731  0.079
H 7.84779 -1.99612 1.36289  0.127
H 8.05660 -0.12412 -1.95480  0.088
H 2.40632 1.43410 0.03350  0.112
H 9.66445 -0.64971 -1.40760  0.089
H -5.47609 0.07201 2.69107  0.141
H 8.79110 -1.59870 -2.61429  0.087
H -8.15266 0.46045 0.10427  0.137

Entry from the Open Molecules 2025 dataset: a single C24H31N5O4S molecule at a distorted geometry (ωB97M-V/def2-TZVPD).

For the molecular weight, the calculation gives 485.61 g/mol. For the HOMO energy, the calculation gives -8.801 eV. For the largest force on an atom, the calculation gives 1.21 eV/A. The value obtained for the relative energy (zero: lowest compared OMol25 entry of this formula, charge and spin) is 2.29 kcal/mol. As for the LUMO energy: 0.2 eV. The structure (SMILES) is Cc1noc(C)c1CSCC(=O)N(CCC(C)C)c1c(N)n(Cc2ccccc2)c(=O)[nH]c1=O. As for the calculated total energy: -1906.13972 Eh.

Last column: Löwdin charge in e.
CARTESIAN COORDINATES (ANGSTROEM)
S 0.61794 -1.52982 2.26641  0.921
O 1.84242 4.63572 1.36703  0.088
O -1.93739 -4.28217 5.09555  0.010
O -2.45931 -1.51534 0.86888  0.041
O -2.29081 2.79850 1.53016  0.089
N -1.38836 0.39015 0.31103  -0.007
N -0.19727 3.66800 1.46533  0.218
N 1.61779 2.50485 0.59717  0.061
N 1.35678 0.33347 -0.23920  0.192
N -0.67551 -4.32937 5.59588  0.102
C 0.81092 1.42321 0.35133  -0.234
C -0.53280 1.47602 0.64612  -0.133
C -1.99259 0.76799 -3.45969  -0.435
C -0.99069 0.79531 -4.61313  -0.076
C 3.00386 2.50979 0.15047  -0.077
C -0.04229 -3.24507 2.15205  -0.372
C 4.11716 1.35219 -3.28633  -0.076
C 0.14107 -3.98570 4.63831  -0.314
C -1.69276 -0.61314 1.16241  -0.496
C -0.59018 -3.69752 3.44720  -0.217
C -2.15037 0.53923 -0.92242  -0.114
C -1.12530 2.64666 1.23209  -0.418
C 3.10539 2.35158 -1.34590  -0.225
C 4.03647 1.49122 -1.91154  -0.055
C 2.33430 2.92965 -3.55000  -0.081
C -3.11179 -0.22522 -3.76062  -0.074
C 1.61000 -3.92156 4.82422  -0.023
C -1.26003 0.42449 -2.15861  -0.162
C 1.13174 3.68020 1.16120  -0.474
C -3.17483 -3.80674 3.06021  0.015
C 3.26201 2.06576 -4.10774  -0.083
C 2.25804 3.07410 -2.17693  -0.029
C -1.89952 -3.89728 3.80943  -0.266
C -0.94915 -0.62301 2.48088  -0.324
H 3.40283 3.48446 0.45318  0.135
H -3.88569 -0.18698 -2.99951  0.072
H -0.55292 -0.19034 -4.75624  0.083
H 2.09936 -4.65262 4.18142  0.085
H 1.54006 3.75622 -1.74485  0.121
H -1.53042 -1.15252 3.23555  0.090
H 3.57107 1.73373 0.67501  0.135
H -0.69432 0.37503 2.82777  0.081
H -1.48124 1.08915 -5.53793  0.076
H 4.84730 0.68257 -3.71542  0.104
H 0.79475 -0.50289 -0.20828  0.075
H 0.81490 -3.84426 1.84677  0.082
H 2.35079 0.19595 -0.20476  0.098
H -0.80271 -3.24568 1.37252  0.077
H -0.56185 4.51652 1.88429  0.173
H 1.97611 -2.93254 4.55240  0.061
H 3.32044 1.95282 -5.17960  0.104
H -3.97901 -3.53955 3.74126  0.092
H -3.56963 0.00441 -4.72005  0.076
H -2.90765 -0.24552 -0.91339  0.118
H -3.41308 -4.77275 2.61480  0.094
H -3.10337 -3.06819 2.26414  0.057
H -0.41374 1.10742 -2.05167  0.099
H -0.86484 -0.59159 -2.22739  0.125
H -0.18618 1.49890 -4.40994  0.056
H -2.64566 1.51471 -0.90143  0.138
H 1.67257 3.49810 -4.18653  0.106
H 4.70964 0.93301 -1.27522  0.113
H -2.71778 -1.23829 -3.80348  0.084
H 1.85542 -4.13260 5.86026  0.082
H -2.43010 1.76714 -3.35491  0.137